# 1
11 unconnected molecules or ions with the total composition C45H111N5O6 in a non-equilibrium geometry, computed with wB97M-V/def2-TZVPD.

Last column: Mulliken charge in e.
Positions of all 167 atoms, in Å:
1 C 0.443 3.139 -7.599  -1.471
2 C -0.648 3.082 -6.542  -0.003
3 N -1.702 2.127 -6.828  0.026
4 C -2.800 2.283 -5.880  0.779
5 C -3.604 3.554 -6.124  -1.568
6 C -1.192 0.763 -6.752  0.621
7 C -2.116 -0.265 -7.382  -1.285
8 H 1.090 4.001 -7.441  0.462
9 H -0.003 3.153 -8.592  0.332
10 H 1.109 2.273 -7.552  0.315
11 H -0.254 3.000 -5.510  0.080
12 H -1.065 4.096 -6.519  0.291
13 H -3.489 1.444 -5.975  -0.103
14 H -2.439 2.278 -4.836  -0.166
15 H -3.060 4.444 -5.798  0.350
16 H -3.858 3.711 -7.171  0.361
17 H -4.528 3.549 -5.540  0.452
18 H -0.929 0.451 -5.729  -0.643
19 H -0.254 0.673 -7.303  0.444
20 H -3.040 -0.435 -6.827  -0.097
21 H -1.653 -1.256 -7.423  0.406
22 H -2.341 -0.027 -8.423  0.403
23 C -4.026 -5.020 2.758  -1.318
24 C -2.487 -5.104 2.831  -0.848
25 N -1.810 -4.126 1.971  1.162
26 C -0.392 -4.121 2.271  -1.539
27 C 0.011 -3.021 3.244  0.246
28 C -2.062 -4.370 0.542  -1.436
29 C -1.931 -3.043 -0.192  0.049
30 H -4.417 -5.998 2.478  0.339
31 H -4.337 -4.285 2.022  0.326
32 H -4.423 -4.791 3.745  0.273
33 H -2.124 -4.934 3.846  0.425
34 H -2.129 -6.114 2.562  0.531
35 H -0.050 -5.095 2.679  0.339
36 H 0.273 -4.125 1.398  0.378
37 H 1.030 -2.647 3.182  -0.078
38 H -0.658 -2.177 3.036  -0.316
39 H -0.242 -3.276 4.277  0.481
40 H -3.058 -4.779 0.408  0.449
41 H -1.279 -5.037 0.151  0.312
42 H -2.316 -3.058 -1.218  0.371
43 H -0.937 -2.615 -0.110  -0.119
44 H -2.638 -2.330 0.251  0.096
45 C 5.438 5.889 1.569  -1.171
46 C 5.406 5.002 0.323  -0.444
47 N 4.056 4.643 -0.113  0.130
48 C 3.411 3.801 0.912  0.249
49 C 1.997 4.259 1.231  -0.879
50 C 4.126 3.954 -1.391  0.389
51 C 2.972 4.303 -2.325  -1.508
52 H 5.458 6.950 1.306  0.358
53 H 6.357 5.710 2.124  0.327
54 H 4.530 5.763 2.155  0.267
55 H 6.006 5.476 -0.458  0.496
56 H 5.987 4.081 0.531  0.262
57 H 3.360 2.782 0.504  -0.647
58 H 3.968 3.715 1.844  0.603
59 H 1.371 4.410 0.352  0.076
60 H 1.463 3.537 1.856  0.123
61 H 2.004 5.196 1.793  0.356
62 H 4.125 2.861 -1.275  -0.470
63 H 5.022 4.176 -1.978  0.567
64 H 2.973 5.354 -2.621  0.359
65 H 1.990 4.140 -1.869  0.097
66 H 2.987 3.698 -3.237  0.467
67 C 1.575 -1.174 0.286  -0.204
68 C 1.238 0.270 -0.036  -0.234
69 N -0.160 0.548 -0.333  1.344
70 C -0.558 1.928 -0.093  1.080
71 C -2.066 2.062 -0.021  -1.279
72 C -0.610 -0.033 -1.571  -0.615
73 C -0.127 0.638 -2.853  -0.012
74 H 1.259 -1.852 -0.501  0.371
75 H 1.106 -1.449 1.234  -0.753
76 H 2.650 -1.211 0.486  -0.113
77 H 1.531 0.969 0.754  0.049
78 H 1.860 0.657 -0.873  0.388
79 H -0.139 2.589 -0.871  -0.246
80 H -0.143 2.256 0.858  -0.384
81 H -2.298 3.092 0.285  0.455
82 H -2.460 1.484 0.815  -0.069
83 H -2.588 1.897 -0.960  0.311
84 H -0.342 -1.091 -1.599  -0.275
85 H -1.704 -0.117 -1.610  0.472
86 H 0.952 0.489 -2.925  0.304
87 H -0.659 0.323 -3.749  -0.779
88 H -0.286 1.722 -2.882  0.115
89 C -3.190 -0.672 2.659  0.095
90 C -3.611 -0.181 4.037  -1.682
91 N -2.671 -0.546 5.094  0.411
92 C -2.871 0.302 6.280  -0.593
93 C -1.766 0.188 7.303  -1.308
94 C -2.764 -1.984 5.399  0.302
95 C -4.074 -2.491 5.966  -1.641
96 H -3.331 -1.747 2.567  -0.043
97 H -2.114 -0.483 2.578  -0.546
98 H -3.710 -0.138 1.868  0.826
99 H -3.795 0.895 4.087  0.514
100 H -4.621 -0.586 4.216  0.485
101 H -3.023 1.331 5.951  0.311
102 H -3.836 0.067 6.758  0.685
103 H -0.853 0.701 7.001  0.237
104 H -2.080 0.707 8.218  0.426
105 H -1.543 -0.821 7.647  0.316
106 H -1.956 -2.238 6.090  0.468
107 H -2.491 -2.555 4.509  -0.748
108 H -3.977 -3.518 6.327  0.473
109 H -4.920 -2.462 5.282  0.293
110 H -4.367 -1.946 6.867  0.359
111 C 3.121 -1.880 5.509  0.116
112 C 3.848 -1.122 4.386  -0.464
113 C 4.334 -2.288 3.489  0.042
114 O 4.140 -3.484 4.209  -0.476
115 C 3.941 -3.147 5.571  -0.632
116 H 2.080 -2.034 5.214  -0.332
117 H 3.084 -1.285 6.423  0.506
118 H 4.721 -0.650 4.843  0.427
119 H 3.275 -0.358 3.869  0.009
120 H 5.397 -2.125 3.270  0.267
121 H 3.829 -2.340 2.522  -0.060
122 H 4.873 -2.979 6.125  0.286
123 H 3.405 -3.966 6.050  0.375
124 C 5.838 -2.219 -0.896  -0.391
125 C 5.020 -1.156 -1.610  -0.321
126 C 5.426 0.124 -0.858  0.314
127 O 6.695 -0.131 -0.263  -0.476
128 C 7.112 -1.445 -0.605  -0.540
129 H 5.996 -3.093 -1.533  0.370
130 H 5.328 -2.624 -0.018  0.044
131 H 3.950 -1.354 -1.605  0.090
132 H 5.354 -1.047 -2.645  0.394
133 H 4.711 0.287 -0.040  -0.151
134 H 5.423 0.983 -1.529  0.096
135 H 7.745 -1.868 0.173  0.363
136 H 7.716 -1.427 -1.525  0.271
137 C -5.699 -2.069 -4.608  -0.682
138 C -5.084 -0.743 -4.151  -0.500
139 C -3.663 -1.201 -3.879  1.232
140 O -3.405 -2.281 -4.837  -0.428
141 C -4.612 -2.614 -5.502  -0.471
142 H -6.705 -1.978 -5.022  0.407
143 H -5.826 -2.753 -3.763  0.223
144 H -5.589 -0.439 -3.232  0.421
145 H -5.149 0.050 -4.892  0.237
146 H -3.514 -1.605 -2.878  -0.126
147 H -2.895 -0.472 -4.144  -0.846
148 H -4.701 -3.699 -5.626  0.361
149 H -4.662 -2.241 -6.535  0.239
150 C 0.499 0.619 3.441  0.445
151 O -0.428 1.074 4.411  -0.682
152 H 1.172 1.472 3.309  0.579
153 H 1.051 -0.264 3.765  -0.322
154 H 0.047 0.458 2.454  -0.358
155 H -1.106 0.394 4.600  0.470
156 C 1.089 -2.390 -5.154  -0.036
157 O 0.245 -3.379 -5.739  -0.540
158 H 1.063 -2.393 -4.062  0.017
159 H 2.096 -2.524 -5.538  0.334
160 H 0.706 -1.408 -5.460  -0.047
161 H -0.405 -3.656 -5.089  0.310
162 C -1.886 4.481 3.969  -0.789
163 O -0.838 3.801 3.318  -0.372
164 H -2.846 4.234 3.498  0.289
165 H -1.986 4.202 5.025  0.256
166 H -1.712 5.554 3.942  0.274
167 H -0.760 2.911 3.682  0.297

Its energy above the lowest of the compared OMol25 structures with the same formula, charge and spin is 0.000 eV. Its LUMO energy is 0.0199 hartree. For the HOMO energy, the calculation gives -8.2 eV. Its SMILES is CCN(CC)CC.CCN(CC)CC.CCN(CC)CC.CCN(CC)CC.CCN(CC)CC.C1CCOC1.C1CCOC1.C1CCOC1.CO.CO.CO.


# 2
16 unconnected molecules or ions with the total composition C45H112BBrNO19S in a non-equilibrium geometry, computed with wB97M-V/def2-TZVPD.

Last column: Mulliken charge in e.
Positions of all 180 atoms, in Å:
1 C 6.867 0.696 0.417  -0.780
2 C 7.124 0.686 -1.111  -0.633
3 C 6.412 -0.472 -1.857  -1.050
4 C 5.097 -0.048 -2.547  0.838
5 C 5.199 0.034 -4.094  -0.839
6 C 3.938 -0.459 -4.838  -0.873
7 C 3.023 0.703 -5.326  -0.807
8 C 1.598 0.627 -4.797  -0.364
9 C 1.535 0.825 -3.248  0.845
10 C 0.375 -0.036 -2.701  -1.484
11 C -0.087 0.475 -1.306  -1.269
12 N -1.551 0.802 -1.391  0.112
13 C -2.377 0.587 -0.169  0.426
14 C -3.869 0.638 -0.564  -1.295
15 C -4.406 2.098 -0.456  -0.602
16 C -5.058 2.346 0.927  -0.723
17 S -4.236 3.745 1.813  -0.285
18 C -2.055 -0.666 0.663  -2.942
19 C -0.770 -1.484 0.277  3.268
20 C -1.182 -2.323 -0.964  -2.032
21 B -2.020 -3.643 -0.660  0.927
22 O -1.788 -4.785 -1.432  -0.516
23 O -2.963 -3.726 0.318  -0.538
24 C -0.470 -2.267 1.565  -1.777
25 C 0.503 -3.434 1.564  -0.402
26 C 1.095 -4.054 0.492  0.642
27 C 1.939 -5.124 0.636  -1.207
28 C 2.238 -5.631 1.870  0.792
29 C 3.144 -6.823 2.012  -1.293
30 C 1.647 -5.019 2.957  -1.115
31 C 0.815 -3.948 2.806  -1.127
32 C 0.311 -0.400 -0.090  1.079
33 Br 0.527 0.896 1.411  0.055
34 C 1.729 -0.975 -0.342  -0.753
35 C 2.631 -1.192 0.867  -1.818
36 O 3.566 -0.095 0.985  -0.044
37 C 3.779 0.300 2.267  -0.090
38 O 3.930 1.482 2.527  -0.455
39 H 7.815 0.636 0.959  0.373
40 H 6.273 -0.159 0.742  0.109
41 H 6.399 1.629 0.734  0.134
42 H 8.203 0.588 -1.254  0.409
43 H 6.854 1.656 -1.535  0.393
44 H 6.232 -1.250 -1.110  0.477
45 H 7.131 -0.875 -2.575  0.419
46 H 4.292 -0.720 -2.228  -0.578
47 H 4.846 0.953 -2.177  0.297
48 H 5.413 1.082 -4.338  0.041
49 H 6.082 -0.536 -4.393  0.581
50 H 3.381 -1.152 -4.196  0.332
51 H 4.287 -1.046 -5.691  0.544
52 H 3.512 1.652 -5.092  0.146
53 H 2.978 0.641 -6.418  0.508
54 H 1.015 1.435 -5.255  -0.064
55 H 1.139 -0.344 -5.022  0.286
56 H 1.349 1.890 -3.084  0.314
57 H 2.502 0.496 -2.871  -1.054
58 H 0.682 -1.079 -2.717  0.089
59 H -0.409 0.065 -3.463  0.986
60 H 0.428 1.423 -1.163  1.346
61 H -1.622 1.796 -1.623  0.635
62 H -2.025 0.335 -2.167  0.822
63 H -2.243 1.459 0.472  0.105
64 H -4.475 0.046 0.117  0.582
65 H -4.039 0.304 -1.596  0.437
66 H -5.196 2.182 -1.209  0.299
67 H -3.651 2.845 -0.706  0.269
68 H -4.921 1.475 1.568  0.370
69 H -6.123 2.553 0.852  0.697
70 H -3.019 3.785 1.244  0.092
71 H -1.924 -0.335 1.695  0.315
72 H -2.932 -1.312 0.676  1.125
73 H -0.355 -2.557 -1.634  0.056
74 H -1.855 -1.705 -1.584  0.265
75 H -2.023 -4.593 -2.349  0.295
76 H -3.606 -4.398 0.056  0.294
77 H -0.146 -1.578 2.350  0.877
78 H -1.426 -2.653 1.934  1.093
79 H 0.875 -3.723 -0.515  0.331
80 H 2.388 -5.593 -0.233  0.539
81 H 4.183 -6.498 1.908  0.307
82 H 3.052 -7.341 2.966  0.359
83 H 2.920 -7.507 1.185  0.242
84 H 1.826 -5.389 3.961  0.423
85 H 0.370 -3.512 3.696  0.461
86 H 1.681 -1.848 -0.988  0.370
87 H 2.256 -0.221 -0.936  0.215
88 H 2.120 -1.422 1.800  0.474
89 H 3.239 -2.077 0.644  0.412
90 H 3.871 -0.444 3.078  0.468
91 C -6.769 4.502 4.901  -0.645
92 O -6.797 3.427 3.964  -0.378
93 H -7.499 4.293 5.679  0.243
94 H -5.778 4.588 5.354  0.278
95 H -7.029 5.442 4.411  0.294
96 H -6.145 3.614 3.285  0.129
97 C 3.061 -10.044 -0.810  -0.578
98 O 3.074 -8.640 -1.071  -0.477
99 H 3.859 -10.265 -0.107  0.206
100 H 2.106 -10.342 -0.372  0.263
101 H 3.229 -10.604 -1.733  0.302
102 H 2.365 -8.456 -1.693  0.282
103 C 4.435 4.738 -4.143  -0.302
104 O 5.293 3.697 -4.619  -0.456
105 H 3.556 4.281 -3.695  0.046
106 H 4.953 5.339 -3.394  0.217
107 H 4.124 5.373 -4.976  0.254
108 H 6.062 4.115 -5.013  0.251
109 C 0.663 -9.738 3.753  -0.522
110 O 1.837 -10.412 3.312  -0.486
111 H 0.120 -9.378 2.882  0.193
112 H 0.019 -10.417 4.318  0.311
113 H 0.937 -8.886 4.382  0.226
114 H 2.300 -10.719 4.096  0.279
115 C 1.343 4.696 3.610  -0.285
116 O 0.997 4.579 2.231  -0.537
117 H 1.316 5.747 3.885  0.271
118 H 0.627 4.143 4.225  0.246
119 H 2.350 4.306 3.769  0.015
120 H 1.040 3.647 2.016  0.195
121 C -6.143 0.408 6.192  -0.566
122 O -7.507 0.210 5.826  -0.403
123 H -5.721 -0.545 6.501  0.262
124 H -5.586 0.790 5.333  0.166
125 H -6.073 1.115 7.022  0.320
126 H -7.857 1.065 5.556  0.238
127 C -10.854 -1.911 6.079  -0.510
128 O -9.981 -1.581 7.152  -0.502
129 H -11.842 -2.099 6.491  0.238
130 H -10.915 -1.084 5.366  0.231
131 H -10.506 -2.811 5.564  0.231
132 H -9.111 -1.416 6.773  0.288
133 C -0.362 -0.419 5.684  -0.572
134 O 0.539 -1.419 5.208  -0.388
135 H -1.224 -0.915 6.121  0.232
136 H 0.123 0.195 6.446  0.324
137 H -0.694 0.212 4.855  0.177
138 H 1.296 -0.966 4.827  0.232
139 C 5.194 4.902 4.272  -0.623
140 O 4.839 4.780 2.898  -0.436
141 H 5.169 5.954 4.547  0.237
142 H 4.483 4.349 4.892  0.252
143 H 6.203 4.513 4.432  0.276
144 H 4.868 3.843 2.681  0.277
145 C -4.514 5.836 -2.358  -0.692
146 O -3.552 4.870 -2.814  -0.362
147 H -5.367 5.304 -1.948  0.267
148 H -4.072 6.463 -1.581  0.311
149 H -4.843 6.457 -3.192  0.317
150 H -2.807 5.359 -3.173  0.205
151 C 0.476 4.569 -6.086  -0.636
152 O 1.076 4.667 -4.795  -0.334
153 H 1.254 4.714 -6.830  0.248
154 H 0.027 3.582 -6.227  0.228
155 H -0.288 5.340 -6.213  0.308
156 H 0.383 4.538 -4.143  0.184
157 C -5.836 3.966 -5.578  -0.536
158 O -6.202 3.825 -4.210  -0.470
159 H -6.746 4.084 -6.161  0.254
160 H -5.206 4.849 -5.717  0.231
161 H -5.302 3.078 -5.927  0.237
162 H -5.387 3.724 -3.706  0.243
163 C 6.961 7.937 -1.970  -0.501
164 O 5.671 7.571 -2.454  -0.456
165 H 7.702 7.350 -2.507  0.211
166 H 7.149 8.999 -2.148  0.241
167 H 7.043 7.725 -0.902  0.248
168 H 5.024 8.095 -1.973  0.269
169 C -6.059 -2.667 3.426  -0.410
170 O -6.577 -1.399 3.040  -0.449
171 H -5.494 -3.073 2.589  0.038
172 H -5.395 -2.564 4.289  0.252
173 H -6.872 -3.354 3.674  0.311
174 H -7.074 -1.053 3.792  0.263
175 C 0.578 -3.289 -6.219  -0.604
176 O 0.647 -1.882 -6.449  -0.446
177 H 1.348 -3.550 -5.496  0.235
178 H -0.401 -3.564 -5.817  0.229
179 H 0.757 -3.837 -7.146  0.314
180 H -0.034 -1.662 -7.092  0.250

Its energy above the lowest of the compared OMol25 structures with the same formula, charge and spin is 0.000 eV. Its LUMO energy is -0.1024 hartree. For the HOMO energy, the calculation gives -10.8 eV. Its total charge is +1.